Entry from the OMol25 dataset: a molecular structure, C35H32N4O3Pt at a distorted geometry (ωB97M-V/def2-TZVPD).

Atoms and positions in Å:
Pt: -4.398 -9.732 -13.804
C: -4.255 -9.297 -10.638
N: -3.846 -8.788 -12.011
C: -3.475 -7.493 -12.141
C: -4.011 -6.900 -13.339
C: -4.181 -5.563 -13.816
C: -5.031 -5.689 -14.945
C: -5.232 -7.071 -15.207
N: -4.599 -7.770 -14.191
C: -5.630 -8.756 -10.340
C: -6.747 -9.597 -10.135
C: -8.001 -9.044 -10.075
C: -8.189 -7.648 -10.097
C: -7.054 -6.850 -10.088
C: -5.800 -7.414 -10.221
H: -3.483 -9.005 -9.901
H: -4.407 -10.386 -10.665
H: -2.762 -6.999 -11.466
H: -3.713 -4.655 -13.446
H: -5.449 -4.837 -15.560
H: -5.696 -7.560 -16.048
H: -6.678 -10.661 -10.091
H: -8.929 -9.624 -10.092
H: -9.203 -7.216 -10.105
H: -7.200 -5.813 -9.942
H: -4.878 -6.805 -10.210
C: -2.269 -15.366 -14.642
C: -1.437 -14.209 -15.059
C: -1.508 -12.849 -14.281
C: -0.396 -11.996 -15.005
C: -0.139 -10.568 -14.486
C: -1.316 -13.157 -12.834
O: -0.233 -13.399 -12.323
N: -2.544 -13.189 -12.088
C: -3.571 -12.223 -12.277
O: -4.492 -12.144 -11.512
N: -3.421 -11.537 -13.447
C: -2.858 -12.221 -14.517
O: -3.461 -12.296 -15.600
H: -1.657 -16.101 -14.026
H: -2.593 -15.973 -15.538
H: -3.181 -15.041 -14.110
H: -1.759 -14.028 -16.091
H: -0.383 -14.543 -15.086
H: -0.605 -12.052 -16.076
H: 0.547 -12.531 -14.805
H: -0.932 -9.800 -14.729
H: 0.821 -10.177 -14.970
H: 0.037 -10.545 -13.383
H: -2.446 -13.363 -11.118
C: -5.465 -10.353 -15.255
C: -6.267 -10.712 -16.119
C: -7.295 -11.162 -16.941
C: -7.353 -12.564 -17.281
C: -6.417 -13.466 -16.670
C: -6.572 -14.827 -16.801
C: -7.557 -15.356 -17.691
C: -8.553 -14.509 -18.190
C: -8.438 -13.171 -17.933
C: -8.209 -10.224 -17.557
C: -8.638 -10.330 -18.983
C: -9.448 -9.326 -19.513
C: -9.892 -8.250 -18.678
C: -9.513 -8.198 -17.353
C: -8.623 -9.141 -16.806
H: -5.610 -12.987 -16.156
H: -5.914 -15.532 -16.293
H: -7.614 -16.450 -17.760
H: -9.445 -14.869 -18.778
H: -9.257 -12.494 -18.164
H: -8.344 -11.182 -19.637
H: -9.867 -9.406 -20.524
H: -10.499 -7.431 -19.099
H: -9.801 -7.335 -16.777
H: -8.331 -8.991 -15.768

Frontier orbital gap (alpha / beta) = 6.86 / 5.51 eV
Energy relative to the best compared isomer or geometry (same formula, charge and spin) = 44.8 kcal/mol
Charge = 0
E_HOMO (alpha / beta) = -0.2344 / -0.3266 hartree
Multiplicity = 5

=====

Entry from the OMol25 dataset: C4H7NO2 in the gas phase (ωB97M-V/def2-TZVPD).

Atoms and positions in Å:
C: 1.590 -0.774 0.052
C: 0.177 -0.283 0.163
N: -0.459 -0.270 1.271
O: 0.342 -0.788 2.282
C: -0.502 0.276 -1.044
C: -1.681 1.135 -0.968
O: -0.398 1.688 -1.220
H: 1.675 -1.785 0.461
H: 1.944 -0.761 -0.980
H: 2.238 -0.136 0.663
H: -0.120 -0.538 3.089
H: -0.327 -0.288 -1.962
H: -2.369 1.160 -1.813
H: -2.109 1.363 0.006

Structure (SMILES) = C/C(=N\O)[C@H]1CO1
Frontier orbital gap = 10.75 eV
Energy relative to the best compared isomer or geometry (same formula, charge and spin) = 82.8 kcal/mol
Charge = 0
E_HOMO = -0.3589 hartree
Multiplicity = 1

=====

Entry from the OMol25 dataset: a molecular structure, C29H45Al2BCl5CsF14MgN2O11S at a distorted geometry (ωB97M-V/def2-TZVPD).

Atoms and positions in Å:
C: 2.127 2.541 1.538
C: 3.657 2.816 1.557
C: 4.247 2.868 0.106
C: 5.489 1.958 -0.097
C: 5.235 0.449 0.131
C: 4.688 -0.319 -1.095
C: 3.160 -0.380 -1.048
C: 2.698 -1.370 0.072
C: 1.770 -0.584 1.049
C: 0.839 -1.479 1.888
C: -0.485 -0.813 2.380
C: -0.413 0.721 2.573
C: -1.886 1.269 2.782
C: -2.252 2.220 1.592
C: -2.576 1.410 0.324
C: -4.044 1.124 -0.006
C: -5.067 1.143 1.100
C: -5.776 2.551 1.292
O: -5.278 3.554 1.015
Cl: -7.466 2.402 2.001
N: -4.232 0.888 -1.268
S: -5.762 0.483 -1.942
O: -6.820 1.005 -1.168
O: -5.831 1.037 -3.232
C: -5.867 -1.372 -2.180
F: -6.818 -1.593 -3.022
F: -4.721 -1.711 -2.790
C: -5.938 -2.271 -0.892
F: -5.030 -1.822 0.116
F: -5.503 -3.451 -1.244
C: -7.348 -2.478 -0.268
F: -8.205 -2.978 -1.100
F: -7.167 -3.371 0.711
F: -7.825 -1.389 0.291
C: -2.937 1.016 -2.037
F: -2.235 -0.146 -1.936
O: -2.970 1.662 -3.199
C: -2.799 0.812 -4.391
C: -1.398 1.069 -4.988
C: -2.148 1.985 -1.067
F: -2.758 3.224 -1.236
B: -0.573 2.175 -1.321
O: 0.177 1.362 -2.088
O: 0.050 3.267 -0.737
H: 1.875 1.767 2.268
H: 1.865 2.130 0.547
H: 1.509 3.429 1.715
H: 4.201 2.020 2.083
H: 3.817 3.753 2.101
H: 4.535 3.912 -0.090
H: 3.447 2.617 -0.611
H: 6.263 2.280 0.614
H: 5.837 2.154 -1.122
H: 6.220 0.005 0.401
H: 4.559 0.301 0.994
H: 5.038 0.209 -1.996
H: 5.166 -1.310 -1.132
H: 2.774 0.640 -0.921
H: 2.794 -0.719 -2.031
H: 3.619 -1.748 0.553
H: 2.159 -2.196 -0.413
H: 2.441 -0.068 1.760
H: 1.195 0.116 0.440
H: 1.398 -1.858 2.792
H: 0.553 -2.368 1.301
H: -1.340 -1.141 1.743
H: -0.694 -1.237 3.374
H: -0.018 1.267 1.711
H: 0.141 0.974 3.486
H: -2.629 0.448 2.759
H: -1.904 1.859 3.703
H: -3.061 2.903 1.891
H: -1.397 2.879 1.380
H: -2.070 0.441 0.490
H: -4.663 0.831 2.075
H: -5.878 0.456 0.819
H: -3.526 1.184 -5.124
H: -3.043 -0.242 -4.229
H: -1.062 2.036 -4.586
H: -1.513 1.241 -6.064
H: -0.652 0.308 -4.751
H: 1.012 1.797 -2.322
H: -0.442 4.041 -1.065
O: 2.501 1.575 4.192
H: 2.386 1.548 5.148
C: 8.019 -1.883 -2.775
C: 8.008 -1.120 -1.525
N: 8.000 -0.513 -0.564
H: 7.989 -2.950 -2.557
H: 7.153 -1.617 -3.379
H: 8.926 -1.660 -3.335
C: 6.718 -3.564 1.171
Cl: 6.095 -1.982 1.681
Cl: 6.367 -4.771 2.417
Cl: 5.929 -4.035 -0.346
Cl: 8.463 -3.468 0.934
O: -6.810 0.374 -5.775
H: -7.525 -0.271 -5.799
H: -6.678 0.562 -4.838
F: -9.629 3.493 2.890
Cs: -6.863 3.444 3.879
Al: 3.137 -2.391 2.943
F: -5.546 -0.974 3.739
Al: -4.733 -2.131 4.757
F: -4.906 -1.719 6.380
F: -3.089 -2.066 4.238
F: -5.376 -3.659 4.400
C: 10.722 -5.733 -0.540
O: 11.621 -5.846 0.277
O: 9.650 -6.378 -0.528
O: 10.725 -4.947 -1.514
Mg: -3.794 -1.915 1.723

Frontier orbital gap = 2.17 eV
Energy relative to the best compared isomer or geometry (same formula, charge and spin) = 0.0 kcal/mol
Charge = +2
E_HOMO = -0.4385 hartree
Multiplicity = 1

=====

Entry from the OMol25 dataset: 2 unconnected molecules or ions with the total composition C17H30Br2F5NOP (ωB97M-V/def2-TZVPD).

Atoms and positions in Å:
C: 1.044 -4.377 -0.676
C: 1.075 -2.867 -0.343
P: -0.624 -2.189 -0.069
C: -0.682 -2.304 1.769
C: -0.411 -0.300 -0.302
C: 0.914 0.196 0.308
C: 1.047 1.701 0.551
C: 2.416 2.052 1.131
C: 2.501 3.507 1.551
F: 2.582 4.293 0.455
F: 1.370 3.888 2.207
C: 3.707 3.841 2.481
F: 4.180 5.055 2.245
F: 4.694 2.956 2.276
F: 3.338 3.756 3.757
C: -1.592 0.245 0.529
N: -2.102 1.599 0.097
C: -2.452 1.606 -1.362
C: -1.170 1.397 -2.136
C: -0.605 -0.005 -1.839
C: 0.580 -0.284 -2.732
Br: 1.979 1.008 -2.721
C: 0.696 -1.242 -3.635
C: 1.867 -1.479 -4.542
Br: -0.722 -2.478 -3.884
H: 1.419 -4.570 -1.683
H: 0.029 -4.787 -0.641
H: 1.661 -4.942 0.025
H: 1.582 -2.303 -1.127
H: 1.651 -2.703 0.573
H: 0.275 -2.139 2.269
H: -1.453 -1.653 2.181
H: -1.008 -3.325 1.997
H: 1.748 -0.145 -0.309
H: 1.037 -0.298 1.280
H: 0.286 2.039 1.266
H: 0.915 2.261 -0.382
H: 2.650 1.413 1.989
H: 3.193 1.892 0.378
H: -1.277 0.359 1.567
H: -2.473 -0.407 0.515
H: -1.384 2.305 0.279
H: -2.919 1.847 0.657
H: -3.130 0.758 -1.504
H: -2.975 2.533 -1.594
H: -1.392 1.478 -3.203
H: -0.444 2.177 -1.888
H: -1.377 -0.706 -2.184
H: 2.268 -0.534 -4.914
H: 1.578 -2.098 -5.390
H: 2.663 -2.001 -4.000
C: -4.513 -0.725 3.351
O: -3.899 -1.461 2.295
H: -3.960 0.207 3.453
H: -5.556 -0.490 3.130
H: -4.460 -1.260 4.301
H: -4.366 -2.297 2.198

Frontier orbital gap = 8.66 eV
Charge = +1
E_HOMO = -0.4228 hartree
Multiplicity = 1

=====

Entry from the OMol25 dataset: a molecular structure, C59H47BrCl4CoGeN4O2 at a distorted geometry (ωB97M-V/def2-TZVPD).

Atoms and positions in Å:
Co: 0.798 0.588 -0.182
Cl: -3.027 -0.388 -8.523
C: -2.109 -0.163 -7.072
C: -2.686 0.495 -5.997
C: -1.954 0.669 -4.836
C: -0.635 0.212 -4.734
C: -0.076 -0.433 -5.838
C: -0.808 -0.633 -6.997
C: 0.075 0.392 -3.452
C: 0.751 -0.666 -2.835
C: 0.911 -2.008 -3.361
C: 1.637 -2.704 -2.468
C: 1.942 -1.795 -1.381
C: 2.694 -2.124 -0.298
C: 2.899 -3.559 0.015
C: 4.104 -4.223 -0.189
C: 4.213 -5.580 0.075
C: 3.118 -6.275 0.562
Cl: 3.257 -7.965 0.914
C: 1.906 -5.632 0.763
C: 1.798 -4.282 0.478
C: 3.013 -1.061 0.724
N: 1.779 -0.387 1.083
C: 1.553 -0.608 2.376
C: 0.522 0.002 3.094
C: 0.260 -0.317 4.520
C: 1.186 0.002 5.510
C: 0.894 -0.204 6.849
C: -0.331 -0.749 7.200
Cl: -0.710 -0.991 8.873
C: -1.258 -1.097 6.231
C: -0.963 -0.870 4.896
C: -0.155 1.086 2.528
C: -1.005 1.989 3.266
C: -1.257 3.045 2.459
C: -0.595 2.779 1.208
N: 0.065 1.581 1.272
C: -0.703 3.561 0.066
C: -0.302 3.094 -1.194
C: -0.529 3.788 -2.429
C: -0.393 2.872 -3.421
C: -0.045 1.628 -2.796
N: 0.081 1.804 -1.448
C: -1.570 4.768 0.116
C: -1.215 5.931 0.789
C: -2.067 7.025 0.802
C: -3.286 6.949 0.149
Cl: -4.344 8.321 0.134
C: -3.677 5.785 -0.497
C: -2.813 4.705 -0.516
C: 2.605 -1.451 2.947
C: 3.521 -1.666 2.007
N: 1.367 -0.559 -1.629
H: -3.702 0.856 -6.066
H: -2.413 1.151 -3.984
H: 0.956 -0.756 -5.804
H: -0.374 -1.143 -7.845
H: 0.485 -2.361 -4.283
H: 1.969 -3.727 -2.519
H: 4.956 -3.676 -0.566
H: 5.140 -6.102 -0.115
H: 1.050 -6.186 1.122
H: 0.849 -3.774 0.611
H: 2.138 0.435 5.231
H: 1.606 0.067 7.617
H: -2.203 -1.535 6.522
H: -1.685 -1.126 4.131
H: -1.335 1.823 4.278
H: -1.839 3.926 2.670
H: -0.757 4.838 -2.506
H: -0.495 3.024 -4.483
H: -0.264 5.985 1.303
H: -1.781 7.939 1.303
H: -4.641 5.731 -0.984
H: -3.106 3.787 -1.008
H: 2.617 -1.788 3.970
H: 4.456 -2.197 2.057
Br: 3.949 1.498 -2.541
C: 5.559 1.743 -1.567
C: 6.398 2.788 -1.922
C: 7.584 2.985 -1.233
C: 7.944 2.131 -0.201
C: 7.120 1.069 0.124
C: 5.918 0.866 -0.549
C: 5.120 -0.334 -0.144
O: 5.596 -1.440 -0.081
O: 3.870 -0.019 0.184
H: 6.123 3.440 -2.738
H: 8.233 3.805 -1.512
H: 8.869 2.282 0.339
H: 7.397 0.366 0.899
C: -4.043 -5.021 -0.172
C: -2.880 -4.061 -0.397
C: -3.254 -2.900 -1.315
C: -2.072 -1.981 -1.621
Ge: -1.411 -0.849 -0.083
C: -2.932 0.335 0.484
C: -4.009 -0.381 1.307
C: -4.503 0.486 2.467
C: -5.177 1.768 1.986
H: -3.772 -5.799 0.541
H: -4.328 -5.505 -1.107
H: -4.910 -4.488 0.222
H: -2.037 -4.603 -0.838
H: -2.549 -3.656 0.562
H: -4.067 -2.325 -0.863
H: -3.629 -3.307 -2.261
H: -2.341 -1.287 -2.424
H: -1.232 -2.570 -1.994
H: -1.391 -1.827 1.151
H: -3.353 0.815 -0.402
H: -2.492 1.132 1.085
H: -3.611 -1.317 1.715
H: -4.853 -0.645 0.664
H: -3.646 0.739 3.099
H: -5.208 -0.084 3.079
H: -4.502 2.352 1.358
H: -5.467 2.391 2.832
H: -6.071 1.534 1.405

Frontier orbital gap (alpha / beta) = 5.68 / 5.15 eV
Energy relative to the best compared isomer or geometry (same formula, charge and spin) = 6.1 kcal/mol
Charge = 0
E_HOMO (alpha / beta) = -0.2436 / -0.2644 hartree
Multiplicity = 2

=====

Entry from the OMol25 dataset: a molecular structure, C12H32LiO16PS4 at a distorted geometry (ωB97M-V/def2-TZVPD).

Atoms and positions in Å:
Li: 5.222 5.104 -20.974
P: 5.364 5.690 -23.243
O: 6.217 6.706 -24.071
O: 6.178 4.596 -22.485
O: 4.831 4.993 -24.582
O: 4.276 6.095 -22.246
O: 5.853 2.243 -17.289
S: 5.338 2.295 -18.633
O: 5.316 3.483 -19.420
O: 6.138 1.113 -19.471
C: 6.262 1.371 -20.863
C: 7.217 0.329 -21.504
C: 3.623 1.543 -18.629
H: 6.694 2.360 -21.013
H: 5.328 1.280 -21.421
H: 6.770 -0.628 -21.774
H: 8.079 0.218 -20.847
H: 7.564 0.726 -22.460
H: 3.716 0.562 -18.171
H: 3.189 1.515 -19.627
H: 3.046 2.244 -18.028
O: 8.678 7.813 -19.819
S: 7.237 7.773 -20.006
O: 6.565 6.497 -20.073
O: 6.560 8.688 -18.832
C: 7.155 9.911 -18.443
C: 6.217 11.069 -18.833
C: 6.778 8.688 -21.503
H: 8.164 10.089 -18.816
H: 7.247 9.885 -17.356
H: 6.455 11.961 -18.251
H: 5.223 10.770 -18.488
H: 6.106 11.263 -19.898
H: 5.693 8.735 -21.571
H: 7.159 8.107 -22.351
H: 7.207 9.688 -21.435
O: 2.575 6.794 -17.639
S: 2.781 6.595 -19.056
O: 3.655 5.515 -19.480
O: 1.342 6.336 -19.771
C: 1.309 6.083 -21.205
C: 0.962 7.382 -21.922
C: 3.393 8.149 -19.748
H: 0.482 5.384 -21.320
H: 2.264 5.632 -21.484
H: 0.066 7.826 -21.484
H: 0.757 7.069 -22.948
H: 1.735 8.147 -21.934
H: 3.777 8.004 -20.760
H: 4.162 8.573 -19.106
H: 2.581 8.876 -19.768
O: 0.635 3.389 -23.298
S: 1.540 2.465 -22.641
O: 1.355 2.090 -21.264
O: 1.522 1.080 -23.467
C: 1.687 1.091 -24.869
C: 1.747 -0.313 -25.368
C: 3.283 2.908 -22.859
H: 2.661 1.479 -25.184
H: 0.843 1.605 -25.331
H: 2.578 -0.890 -24.970
H: 1.809 -0.264 -26.459
H: 0.760 -0.767 -25.228
H: 3.389 3.202 -23.905
H: 3.709 1.929 -22.651
H: 3.461 3.721 -22.170

Frontier orbital gap = 2.70 eV
Energy relative to the best compared isomer or geometry (same formula, charge and spin) = 0.0 kcal/mol
Charge = -2
E_HOMO = 0.0502 hartree
Multiplicity = 1

=====

Entry from the OMol25 dataset: C3H8I2OSi in the gas phase at a distorted geometry (ωB97M-V/def2-TZVPD).

Atoms and positions in Å:
C: -1.068 0.604 2.141
C: -0.724 -0.661 1.272
Si: 0.558 -0.370 -0.091
I: 1.968 -2.543 -0.562
I: 2.210 1.310 0.431
O: -0.144 0.028 -1.474
C: 0.486 0.317 -2.633
H: -0.107 0.981 2.409
H: -1.624 1.384 1.723
H: -1.605 0.181 3.012
H: -1.605 -1.013 0.776
H: -0.385 -1.480 1.847
H: 1.115 -0.461 -3.025
H: 1.152 1.142 -2.420
H: -0.228 0.581 -3.405

Structure (SMILES) = CC[Si](I)(I)OC
Frontier orbital gap = 9.59 eV
Energy relative to the best compared isomer or geometry (same formula, charge and spin) = 0.0 kcal/mol
Charge = 0
E_HOMO = -0.3425 hartree
Multiplicity = 1

=====

| no. | calculated total energy (Eh) |
| --- | --- |
| 1 | -1916.75214 |
| 2 | -361.74895 |
| 3 | -6895.49236 |
| 4 | -6784.24473 |
| 5 | -10520.51571 |
| 6 | -3621.99082 |
| 7 | -1079.33254 |